(1)
65
Properties=species:S:1:pos:R:3:nbo_charge:R:1 method="wB97M-V/def2-TZVPD" e_above_lowest_kcal_mol=34.17 lumo_ha=0.0051 homo_energy_ev=-7.47
Ir -1.335 0.306 -0.747 0.992
N -1.728 -0.247 -3.821 -0.783
C -2.401 -1.165 -3.099 0.434
C -3.031 -2.261 -3.719 -0.288
C -3.789 -3.113 -2.967 -0.125
C -3.942 -2.888 -1.595 -0.304
C -3.287 -1.825 -1.040 0.074
N -2.507 -0.991 -1.767 -0.447
H -1.482 -0.446 -4.772 0.401
H -1.237 0.495 -3.340 0.429
H -2.912 -2.400 -4.785 0.220
H -4.282 -3.952 -3.441 0.222
H -4.549 -3.530 -0.975 0.231
H -3.351 -1.600 0.013 0.243
S -4.202 3.982 -0.808 -0.210
C -3.322 2.648 -1.019 0.215
N -2.715 1.661 -1.225 -0.656
C -1.137 0.441 7.500 -0.629
C -1.161 0.409 5.995 0.020
C -0.886 1.549 5.252 -0.228
C -0.902 1.541 3.863 0.049
C -0.613 2.814 3.108 -0.644
C -1.223 0.346 3.212 -0.136
C -1.528 -0.815 3.931 0.047
C -1.883 -2.111 3.245 -0.638
C -1.478 -0.763 5.317 -0.231
C -1.229 0.312 1.733 0.761
O -2.253 -0.098 1.079 -0.667
O -0.230 0.684 1.053 -0.647
H -0.572 1.297 7.868 0.216
H -0.688 -0.466 7.906 0.218
H -2.149 0.513 7.903 0.224
H -0.646 2.473 5.767 0.206
H -0.402 3.625 3.802 0.214
H -1.468 3.108 2.493 0.235
H 0.235 2.695 2.436 0.235
H -1.135 -2.387 2.497 0.223
H -2.840 -2.031 2.729 0.230
H -1.949 -2.918 3.973 0.214
H -1.693 -1.664 5.884 0.204
S 0.452 -1.401 -1.195 -0.466
P 1.482 0.185 -1.834 1.216
S 0.196 1.749 -1.795 -0.365
C 2.127 -0.084 -3.503 -0.444
C 2.968 0.873 -4.073 -0.114
C 3.397 0.725 -5.382 -0.227
C 2.989 -0.378 -6.127 -0.191
C 2.162 -1.335 -5.559 -0.205
C 1.728 -1.188 -4.246 -0.194
C 2.942 0.536 -0.834 -0.446
C 4.073 -0.270 -0.973 -0.117
C 5.200 -0.018 -0.207 -0.231
C 5.201 1.037 0.699 -0.189
C 4.076 1.833 0.846 -0.197
C 2.943 1.584 0.080 -0.172
H 3.286 1.734 -3.495 0.217
H 4.051 1.466 -5.824 0.221
H 3.321 -0.489 -7.151 0.219
H 1.855 -2.198 -6.136 0.217
H 1.088 -1.932 -3.786 0.239
H 4.071 -1.094 -1.676 0.212
H 6.078 -0.641 -0.317 0.218
H 6.084 1.236 1.294 0.217
H 4.075 2.648 1.557 0.219
H 2.055 2.192 0.197 0.243


(2)
67
Properties=species:S:1:pos:R:3:nbo_charge:R:1 method="wB97M-V/def2-TZVPD" lumo_ha=-0.0085 homo_energy_ev=-8.22
Rh -0.038 0.830 0.426 0.717
C 1.294 -5.030 3.444 -0.629
C 0.973 -3.562 3.512 -0.010
C 1.787 -2.687 4.228 -0.222
C 1.486 -1.337 4.312 -0.209
C 0.352 -0.851 3.677 -0.263
C -0.488 -1.706 2.979 -0.226
C -0.165 -3.053 2.893 -0.210
S 0.037 0.895 3.675 2.334
O -1.400 1.040 3.683 -0.977
O 0.794 1.491 4.749 -0.963
N 0.681 1.330 2.280 -0.996
C 1.442 2.575 2.248 -0.345
C 1.582 3.100 0.830 0.778
O 2.271 4.056 0.568 -0.614
O 0.887 2.475 -0.107 -0.670
H 2.368 -5.203 3.508 0.216
H 0.930 -5.472 2.517 0.216
H 0.825 -5.565 4.272 0.224
H 2.669 -3.071 4.729 0.211
H 2.115 -0.653 4.868 0.243
H -1.386 -1.314 2.518 0.252
H -0.816 -3.723 2.342 0.208
H 2.453 2.446 2.645 0.219
H 0.982 3.376 2.833 0.231
N 1.273 0.217 -2.267 -0.898
P -0.335 0.533 -1.806 1.326
C -1.304 -0.854 -2.449 -0.412
C -1.971 -1.692 -1.561 -0.184
C -2.669 -2.794 -2.041 -0.197
C -2.696 -3.061 -3.400 -0.188
C -2.031 -2.225 -4.292 -0.232
C -1.342 -1.124 -3.819 -0.136
C -0.790 1.941 -2.834 -0.436
C -2.066 2.018 -3.390 -0.129
C -2.446 3.146 -4.100 -0.235
C -1.556 4.200 -4.254 -0.184
C -0.290 4.132 -3.690 -0.207
C 0.096 3.009 -2.974 -0.158
C 2.226 -0.205 -1.356 0.414
C 3.482 -0.648 -1.775 -0.288
C 4.387 -1.054 -0.819 -0.124
C 4.034 -1.019 0.527 -0.292
C 2.777 -0.562 0.855 0.090
N 1.891 -0.162 -0.065 -0.524
H 1.529 0.167 -3.241 0.414
H -1.961 -1.471 -0.501 0.248
H -3.193 -3.440 -1.349 0.220
H -3.239 -3.920 -3.772 0.219
H -2.059 -2.431 -5.354 0.219
H -0.843 -0.462 -4.518 0.207
H -2.762 1.196 -3.274 0.213
H -3.436 3.201 -4.532 0.218
H -1.854 5.081 -4.808 0.218
H 0.397 4.961 -3.792 0.224
H 1.064 2.975 -2.495 0.251
H 3.729 -0.665 -2.828 0.220
H 5.368 -1.398 -1.119 0.223
H 4.718 -1.330 1.303 0.231
H 2.437 -0.487 1.880 0.236
C -3.684 2.443 1.716 -0.272
O -2.387 2.494 1.077 -0.486
C -1.829 1.335 0.867 0.726
O -2.347 0.235 1.017 -0.661
H -3.993 3.477 1.825 0.199
H -3.577 1.960 2.685 0.222
H -4.386 1.893 1.092 0.187


(3)
70
Properties=species:S:1:pos:R:3:mulliken_spin:R:1 method="wB97M-V/def2-TZVPD" s_squared=3.79 e_above_lowest_kcal_mol=18.42 lumo_ha="0.1317 / 0.0899" homo_energy_ev="-0.09 / -3.17" charge=-2 multiplicity=4
Pt -1.865 -1.157 1.102 0.559
O 2.150 -1.346 1.395 -0.003
C 1.004 -1.374 1.812 -0.032
O 0.069 -0.617 1.267 -0.009
C 0.625 -2.140 3.042 -0.033
C 1.521 -2.199 4.092 0.107
C 1.156 -2.809 5.308 -0.008
C -0.158 -3.278 5.456 0.139
C -1.037 -3.190 4.393 -0.046
C -0.667 -2.686 3.138 0.132
O -1.439 -2.833 2.045 0.106
N -2.428 -3.579 4.653 -0.001
O -2.638 -4.444 5.489 -0.002
O -3.308 -2.999 4.050 -0.006
N 2.052 -2.896 6.359 0.230
O 1.665 -3.430 7.456 0.221
O 3.232 -2.427 6.203 0.226
H 2.507 -1.771 3.995 0.029
H -0.477 -3.674 6.406 0.030
S -5.906 -2.528 -0.852 0.002
C -4.615 -2.073 0.032 -0.004
N -3.720 -1.739 0.699 -0.003
C -3.943 0.999 2.326 0.012
C -3.100 1.522 1.183 0.015
O -3.208 2.689 0.808 0.120
N -2.234 0.651 0.568 0.563
Te -0.528 1.952 -0.502 0.583
C 1.522 2.431 -1.079 0.067
C 1.796 2.892 -2.372 -0.021
C 0.748 2.980 -3.453 0.030
C 3.094 3.295 -2.680 0.008
C 4.115 3.259 -1.743 -0.001
C 5.515 3.683 -2.100 0.001
C 3.812 2.823 -0.460 0.008
C 2.530 2.413 -0.108 -0.077
C 2.288 1.922 1.293 0.077
C -0.783 0.462 -1.983 0.123
C -2.002 0.452 -2.673 -0.058
C -3.134 1.406 -2.398 -0.020
C -2.214 -0.522 -3.647 -0.005
C -1.264 -1.485 -3.936 0.011
C -1.517 -2.546 -4.974 0.000
C -0.075 -1.466 -3.221 -0.005
C 0.191 -0.517 -2.240 -0.063
C 1.503 -0.616 -1.509 -0.025
H -4.461 1.839 2.784 0.001
H -3.344 0.468 3.065 0.002
H -4.665 0.282 1.935 0.000
H -0.166 3.452 -3.085 -0.005
H 0.467 1.992 -3.821 -0.004
H 1.123 3.566 -4.293 0.001
H 3.306 3.651 -3.685 0.003
H 5.537 4.198 -3.060 0.000
H 6.181 2.819 -2.167 0.000
H 5.928 4.353 -1.343 0.000
H 4.593 2.796 0.293 -0.002
H 3.042 2.316 1.975 0.004
H 2.329 0.830 1.330 -0.018
H 1.307 2.212 1.672 0.006
H -2.803 2.372 -2.019 0.003
H -3.797 0.985 -1.640 0.005
H -3.716 1.568 -3.307 0.002
H -3.164 -0.533 -4.172 -0.001
H -2.433 -2.341 -5.528 0.000
H -1.621 -3.528 -4.508 0.001
H -0.691 -2.604 -5.685 0.001
H 0.672 -2.230 -3.412 0.000
H 1.921 -1.614 -1.640 0.000
H 1.393 -0.445 -0.438 0.022
H 2.226 0.106 -1.893 0.002


(4)
68
Properties=species:S:1:pos:R:3:nbo_charge:R:1 method="wB97M-V/def2-TZVPD" smiles="CC(=O)OC[SiH2]P(C)O.O=C1C=CC(=O)C=C1.O=C1C=CC(=O)C=C1.O=C1C=CC(=O)C=C1.O=C1C=CC(=O)C=C1" lumo_ha=-0.0630 homo_energy_ev=-8.37
C 1.355 1.535 -0.263 -0.744
C 1.118 0.080 -0.551 0.794
O 1.522 -0.800 0.197 -0.568
O 0.381 -0.289 -1.633 -0.524
C 0.225 0.687 -2.678 -0.481
Si -0.145 -0.259 -4.290 0.748
P 1.778 -0.625 -5.375 0.671
C 2.869 -1.341 -4.085 -0.961
O 1.406 -1.993 -6.265 -0.972
H 1.961 1.564 0.626 0.249
H 1.898 2.036 -1.048 0.228
H 0.427 2.049 -0.060 0.249
H -0.626 1.326 -2.478 0.211
H 1.102 1.306 -2.790 0.203
H -0.981 0.631 -5.120 -0.152
H -0.865 -1.519 -4.005 -0.138
H 3.234 -0.582 -3.409 0.236
H 3.730 -1.743 -4.602 0.233
H 2.419 -2.144 -3.517 0.236
H 2.202 -2.518 -6.310 0.484
O -2.939 -4.280 2.565 -0.489
C -2.823 -3.112 2.265 0.479
C -3.566 -2.053 2.991 -0.204
C -3.438 -0.772 2.663 -0.247
C -2.541 -0.352 1.565 0.509
O -2.411 0.825 1.279 -0.550
C -1.800 -1.403 0.833 -0.234
C -1.929 -2.685 1.159 -0.206
H -4.202 -2.382 3.803 0.228
H -3.962 0.021 3.186 0.242
H -1.151 -1.057 0.042 0.235
H -1.392 -3.471 0.644 0.234
O -8.550 1.785 -0.912 -0.485
C -7.822 1.860 0.053 0.474
C -8.376 1.962 1.428 -0.230
C -7.578 2.045 2.488 -0.224
C -6.100 2.041 2.342 0.481
O -5.377 2.102 3.313 -0.503
C -5.544 1.944 0.968 -0.245
C -6.345 1.857 -0.091 -0.220
H -9.455 1.961 1.510 0.233
H -7.959 2.117 3.499 0.231
H -4.464 1.941 0.884 0.255
H -5.965 1.781 -1.101 0.231
O 0.719 2.678 7.734 -0.485
C 0.325 1.843 6.951 0.475
C -0.130 2.217 5.588 -0.218
C -0.563 1.298 4.729 -0.237
C -0.609 -0.138 5.100 0.481
O -1.005 -0.971 4.314 -0.502
C -0.159 -0.514 6.463 -0.222
C 0.276 0.405 7.321 -0.230
H -0.089 3.270 5.342 0.232
H -0.905 1.547 3.731 0.240
H -0.204 -1.567 6.710 0.233
H 0.611 0.156 8.319 0.234
O 9.485 0.872 -5.203 -0.480
C 8.667 0.078 -4.798 0.476
C 8.163 -1.019 -5.663 -0.228
C 7.263 -1.891 -5.217 -0.226
C 6.725 -1.804 -3.836 0.475
O 5.901 -2.595 -3.431 -0.493
C 7.229 -0.709 -2.971 -0.224
C 8.129 0.163 -3.416 -0.230
H 8.569 -1.063 -6.665 0.235
H 6.882 -2.698 -5.829 0.231
H 6.823 -0.666 -1.968 0.234
H 8.511 0.970 -2.803 0.234


(5)
63
Properties=species:S:1:pos:R:3:mulliken_charge:R:1 method="wB97M-V/def2-TZVPD" e_above_lowest_kcal_mol=9.04 lumo_ha=-0.0112 homo_energy_ev=-7.06
Ba -0.190 -0.172 0.179 1.917
I -3.628 -4.297 0.145 0.054
C -1.571 -4.449 0.004 -0.437
C -0.999 -5.742 -0.052 -0.385
C 0.347 -5.923 -0.142 -0.438
I 1.093 -7.858 -0.220 0.077
C 1.207 -4.785 -0.178 1.165
C 2.616 -4.865 -0.256 -0.524
C 3.370 -3.730 -0.274 -0.793
C 2.710 -2.491 -0.219 -0.343
N 1.407 -2.364 -0.153 -0.358
C 0.633 -3.499 -0.128 -0.230
C -0.799 -3.310 -0.036 0.915
O -1.271 -2.090 0.008 -0.952
H -1.662 -6.596 -0.020 0.306
H 3.079 -5.841 -0.296 0.185
H 4.449 -3.768 -0.326 0.379
H 3.289 -1.572 -0.226 0.397
C 0.194 0.338 2.799 -1.524
Si -0.527 1.950 3.065 -0.223
C 0.246 3.176 1.819 -1.138
N 0.000 2.875 0.385 0.197
C 1.062 3.402 -0.480 -0.893
C 1.028 4.918 -0.639 -0.615
C -0.378 5.382 -1.085 -0.594
C -1.316 4.196 -1.292 -1.151
C -1.347 3.328 -0.042 -0.049
C -2.374 1.845 2.680 0.443
C -3.235 2.949 2.742 0.066
C -4.561 2.855 2.347 -0.758
C -5.066 1.646 1.880 -0.469
C -4.247 0.530 1.833 -0.892
C -2.918 0.636 2.237 -0.563
C -0.361 2.849 4.719 0.609
C -1.379 2.832 5.676 -0.162
C -1.217 3.421 6.925 -0.674
C -0.024 4.052 7.247 -0.417
C 1.002 4.088 6.312 -0.647
C 0.831 3.492 5.070 -0.329
H -0.255 -0.430 3.440 0.248
H 1.269 0.388 3.036 0.178
H 1.325 3.078 1.999 0.549
H -0.003 4.224 2.052 0.398
H 0.981 2.932 -1.467 0.420
H 2.017 3.073 -0.067 0.488
H 1.792 5.224 -1.357 0.419
H 1.301 5.382 0.310 0.241
H -0.318 5.980 -1.995 0.357
H -0.813 6.032 -0.322 0.288
H -1.017 3.612 -2.167 0.343
H -2.332 4.539 -1.496 0.458
H -2.023 2.473 -0.177 0.114
H -1.797 3.912 0.765 0.139
H -2.859 3.902 3.103 0.478
H -5.207 3.724 2.402 0.405
H -6.101 1.573 1.569 0.384
H -4.636 -0.422 1.493 0.483
H -2.300 -0.259 2.237 0.731
H -2.324 2.349 5.449 0.335
H -2.024 3.387 7.647 0.380
H 0.106 4.510 8.220 0.365
H 1.937 4.579 6.556 0.390
H 1.659 3.531 4.368 0.260


(6)
72
Properties=species:S:1:pos:R:3:mulliken_charge:R:1 method="wB97M-V/def2-TZVPD" smiles="O=[N+]([O-])c1ccccc1.O=[N+]([O-])c1ccccc1.O=[N+]([O-])c1ccccc1.O=[N+]([O-])c1ccccc1.BrCCBr.BrCCBr" e_above_lowest_kcal_mol=54.96 lumo_ha=-0.0230 homo_energy_ev=-9.92
O 26.970 3.456 7.282 -0.553
N 26.724 2.402 7.905 0.879
O 27.174 2.175 9.021 -0.546
C 25.907 1.362 7.245 0.273
C 25.765 1.354 5.819 -0.328
C 24.967 0.432 5.234 -0.414
C 24.357 -0.573 5.996 -0.369
C 24.366 -0.503 7.413 -0.490
C 25.211 0.460 8.026 -0.300
H 26.251 2.076 5.180 0.385
H 24.864 0.402 4.160 0.353
H 23.905 -1.438 5.533 0.363
H 23.787 -1.254 7.928 0.358
H 25.199 0.443 9.105 0.388
O 22.647 6.908 10.080 -0.576
N 22.794 6.786 11.295 0.951
O 21.925 6.391 12.053 -0.582
C 24.177 6.998 11.927 0.245
C 24.299 6.673 13.279 -0.310
C 25.472 6.890 13.874 -0.418
C 26.566 7.463 13.156 -0.394
C 26.410 7.840 11.829 -0.378
C 25.216 7.683 11.195 -0.439
H 23.479 6.280 13.861 0.419
H 25.714 6.520 14.860 0.337
H 27.485 7.625 13.700 0.382
H 27.247 8.279 11.307 0.368
H 25.182 7.952 10.149 0.396
O 34.521 8.317 17.181 -0.562
N 33.972 7.964 16.125 0.900
O 33.474 8.785 15.353 -0.551
C 33.960 6.461 15.731 0.224
C 33.254 6.054 14.644 -0.333
C 33.284 4.748 14.175 -0.376
C 34.073 3.830 14.831 -0.485
C 34.741 4.238 16.022 -0.384
C 34.710 5.555 16.470 -0.426
H 32.717 6.817 14.100 0.408
H 32.746 4.428 13.295 0.389
H 34.151 2.868 14.347 0.388
H 35.338 3.526 16.573 0.364
H 35.280 5.937 17.304 0.444
O 40.291 6.663 8.545 -0.551
N 39.636 6.191 9.482 0.901
O 38.508 6.590 9.824 -0.546
C 40.231 5.012 10.203 0.128
C 41.321 4.309 9.655 -0.276
C 41.883 3.176 10.362 -0.491
C 41.309 2.792 11.560 -0.287
C 40.245 3.482 12.090 -0.456
C 39.759 4.641 11.438 -0.323
H 41.671 4.659 8.695 0.419
H 42.647 2.530 9.956 0.360
H 41.686 1.929 12.087 0.357
H 39.750 3.194 13.005 0.366
H 38.921 5.156 11.885 0.397
Br 36.180 11.686 1.701 -0.174
C 36.453 12.427 3.552 -0.631
C 37.193 13.792 3.527 -0.553
Br 37.492 14.387 5.379 -0.152
H 36.930 11.627 4.118 0.388
H 35.485 12.525 4.045 0.379
H 36.608 14.560 3.021 0.357
H 38.117 13.853 2.953 0.386
Br 33.761 3.398 7.513 -0.140
C 33.255 4.725 6.253 -0.545
C 32.843 6.009 6.997 -0.567
Br 32.480 7.466 5.794 -0.152
H 32.571 4.170 5.610 0.359
H 34.151 4.797 5.637 0.329
H 33.636 6.273 7.697 0.358
H 31.946 5.889 7.604 0.359


(7)
63
Properties=species:S:1:pos:R:3:mulliken_charge:R:1 method="wB97M-V/def2-TZVPD" e_above_lowest_kcal_mol=0.00 lumo_ha=-0.1666 homo_energy_ev=-10.96 charge=+1
Ce 0.053 -0.279 -0.748 0.549
C -2.483 -2.122 0.803 -1.111
O -1.759 -0.871 0.832 -0.040
C -2.262 0.165 1.602 0.326
C -3.524 0.136 2.171 -0.515
C -3.969 1.243 2.879 -0.745
C -3.169 2.368 3.007 -0.955
C -1.907 2.391 2.438 -0.226
C -1.437 1.283 1.740 0.553
N -0.151 1.267 1.096 0.850
N 0.598 2.227 1.454 -0.672
C 1.842 2.457 0.953 -0.272
C 2.551 1.604 0.079 0.783
O 2.014 0.488 -0.361 -0.469
C 3.863 1.929 -0.335 -0.645
C 4.439 3.083 0.103 -0.768
C 3.774 3.977 0.982 0.658
C 4.411 5.160 1.417 -0.944
C 3.777 6.016 2.273 -0.607
C 2.483 5.708 2.724 -0.774
C 1.841 4.566 2.316 -0.362
C 2.472 3.671 1.431 1.118
H -3.441 -1.982 0.305 0.410
H -2.622 -2.480 1.822 0.453
H -1.852 -2.808 0.245 0.167
H -4.158 -0.732 2.066 0.467
H -4.954 1.226 3.325 0.429
H -3.526 3.233 3.548 0.429
H -1.274 3.260 2.527 0.388
H 4.382 1.245 -0.990 0.520
H 5.443 3.331 -0.219 0.401
H 5.411 5.373 1.060 0.417
H 4.263 6.921 2.609 0.404
H 1.982 6.381 3.406 0.426
H 0.849 4.349 2.681 0.387
C -1.007 1.797 -2.094 0.358
C 0.094 1.329 -2.850 0.737
C -0.209 0.009 -3.284 0.628
C -1.516 -0.319 -2.837 0.579
C -2.005 0.780 -2.092 0.577
C -3.350 0.914 -1.445 -1.452
C -2.207 -1.627 -3.093 -1.571
C 0.695 -0.896 -4.069 -1.452
C 1.362 2.070 -3.157 -1.710
C -1.156 3.143 -1.448 -1.425
H -3.300 1.455 -0.500 0.233
H -3.819 -0.052 -1.259 0.314
H -4.027 1.478 -2.093 0.434
H -1.615 -2.482 -2.759 0.272
H -2.375 -1.764 -4.163 0.407
H -3.179 -1.675 -2.605 0.355
H 0.696 -1.921 -3.690 0.319
H 1.724 -0.539 -4.075 0.342
H 0.367 -0.951 -5.110 0.377
H 2.250 1.468 -2.955 0.364
H 1.446 2.986 -2.575 0.334
H 1.393 2.345 -4.213 0.415
H -1.637 3.078 -0.471 0.289
H -1.781 3.796 -2.062 0.412
H -0.197 3.642 -1.315 0.234
S 1.826 -4.824 -1.397 -0.368
C 1.033 -3.511 -1.057 0.592
N 0.419 -2.512 -0.810 -0.623


no.,strongest force on any atom (eV Å⁻¹)
1,1.34
2,0.12
3,0.63
4,2.14
5,2.85
6,4.07
7,0.87